157
Properties=species:S:1:pos:R:3 method="wB97M-V/def2-TZVPD" total_charge=+1 e_tot_ha=-16625.82147
C 3.82 3.14 -0.47
C 2.74 3.61 0.50
C 1.70 2.51 0.66
C 0.49 2.80 -0.25
C -0.37 3.83 0.46
C -0.24 1.54 -0.73
N -1.09 0.90 0.34
C -0.29 0.01 1.25
C -2.21 0.06 -0.20
O -3.11 -0.24 0.83
C -3.25 -1.67 1.01
C -4.16 -2.04 2.15
N -4.55 -3.44 1.95
C -3.73 -4.39 2.68
C -2.50 -4.93 1.94
C -2.55 -4.87 0.43
O -1.30 -4.34 2.47
C -2.96 0.89 -1.23
C -3.48 2.19 -0.62
C -4.32 3.02 -1.59
C -4.23 4.51 -1.29
P -4.41 -0.19 -1.86
O -4.88 0.53 -3.25
O -5.58 -0.02 -0.74
O -2.12 1.01 -2.34
C -0.88 1.69 -2.13
C -1.04 3.14 -2.58
C -1.70 3.26 -3.95
F -0.82 3.93 -4.79
C 0.06 1.01 -3.13
S 1.74 1.67 -3.15
C 2.75 0.24 -2.66
C 2.54 -1.01 -3.48
H 3.38 3.05 -1.45
H 4.67 3.80 -0.50
H 4.12 2.16 -0.16
H 2.23 4.48 0.10
H 3.15 3.91 1.44
H 2.10 1.52 0.54
H 1.31 2.58 1.67
H 0.93 3.28 -1.10
H -1.17 4.26 -0.12
H 0.28 4.65 0.71
H -0.75 3.50 1.43
H 0.55 0.83 -0.87
H -1.54 1.57 0.98
H -0.94 -0.61 1.83
H 0.27 0.59 1.94
H 0.34 -0.63 0.67
H -1.83 -0.84 -0.65
H -3.63 -2.13 0.12
H -2.28 -2.12 1.19
H -5.04 -1.42 2.19
H -3.61 -1.95 3.08
H -5.53 -3.56 2.13
H -4.34 -5.28 2.89
H -3.40 -4.02 3.65
H -2.44 -5.97 2.20
H -1.94 -4.05 0.07
H -3.54 -4.72 0.04
H -2.11 -5.75 0.01
H -0.91 -3.76 1.82
H -4.10 1.96 0.23
H -2.69 2.83 -0.27
H -4.06 2.82 -2.61
H -5.37 2.77 -1.50
H -3.57 5.03 -1.97
H -5.19 4.98 -1.38
H -3.83 4.65 -0.29
H -5.64 1.11 -3.08
H -6.03 0.84 -0.78
H -0.10 3.65 -2.68
H -1.64 3.73 -1.91
H -2.60 3.87 -3.92
H -1.90 2.31 -4.41
H -0.38 0.97 -4.11
H 0.14 -0.02 -2.80
H 2.54 0.03 -1.62
H 3.78 0.54 -2.69
H 2.67 -1.86 -2.83
H 3.23 -1.08 -4.29
H 1.55 -1.06 -3.90
C -3.92 -8.89 2.15
Cl -2.81 -8.18 0.97
Cl -4.61 -7.63 3.20
H -4.72 -9.37 1.60
H -3.39 -9.60 2.76
C -1.09 -7.86 5.55
Cl -1.04 -6.71 4.21
Cl -2.76 -8.30 5.94
H -0.56 -8.75 5.26
H -0.64 -7.42 6.42
C 3.54 -0.25 -6.48
Cl 4.58 0.67 -5.39
Cl 3.63 -1.99 -6.16
H 2.51 0.07 -6.34
H 3.85 -0.07 -7.50
C -3.25 -6.33 9.25
Cl -1.88 -5.22 9.38
Cl -3.54 -7.20 10.76
H -4.13 -5.76 9.00
H -3.03 -7.05 8.47
C 0.12 -3.75 -6.63
Cl 0.75 -4.56 -5.19
Cl -1.65 -3.65 -6.61
H 0.52 -2.74 -6.67
H 0.42 -4.31 -7.51
C -1.09 -7.67 -2.05
Cl -0.35 -6.49 -3.12
Cl 0.06 -8.41 -0.93
H -1.85 -7.16 -1.47
H -1.54 -8.45 -2.64
C 3.48 6.36 -1.63
Cl 2.70 4.87 -2.19
Cl 2.30 7.60 -1.20
H 4.08 6.13 -0.76
H 4.10 6.74 -2.43
C -2.48 1.58 4.14
Cl -2.04 0.57 5.51
Cl -1.21 2.77 3.77
H -2.64 0.95 3.28
H -3.39 2.12 4.38
C 0.24 -3.51 6.18
Cl -1.31 -2.80 6.66
Cl 0.56 -5.04 7.01
H 0.22 -3.69 5.11
H 1.03 -2.81 6.43
C 5.10 6.56 2.81
Cl 6.51 5.71 2.18
Cl 3.71 6.39 1.73
H 4.84 6.15 3.78
H 5.33 7.62 2.91
C 2.58 10.29 1.47
Cl 3.71 11.24 0.50
Cl 3.38 9.52 2.85
H 1.81 10.95 1.85
H 2.15 9.52 0.84
C 6.93 4.07 -4.62
Cl 7.28 2.56 -3.78
Cl 5.39 4.75 -4.08
H 7.73 4.77 -4.42
H 6.86 3.87 -5.69
C 4.35 8.33 -5.46
Cl 4.12 8.91 -3.81
Cl 6.05 8.31 -5.92
H 3.96 7.32 -5.53
H 3.81 8.99 -6.14
C 3.73 -4.45 5.36
Cl 4.76 -5.79 4.85
Cl 2.98 -3.63 3.98
H 2.95 -4.84 6.00
H 4.34 -3.73 5.90
C 2.53 -4.55 -1.47
Cl 3.46 -3.48 -2.53
Cl 1.61 -3.64 -0.26
H 1.83 -5.12 -2.08
H 3.21 -5.21 -0.96



146
Properties=species:S:1:pos:R:3 method="wB97M-V/def2-TZVPD" e_above_lowest_kj_mol=0.00 smiles="CCOP(=O)(OCC)OCC.O=S1(=O)CCCC1.O=S1(=O)CCCC1.O=S1(=O)CCCC1.O=S1(=O)CCCC1.O=S1(=O)CCCC1.O=S1(=O)CCCC1.O=S1(=O)CCCC1.O=S1(=O)CCCC1" total_charge=0 e_tot_ha=-6526.99900
C -3.72 0.01 -32.71
C -4.08 0.24 -31.26
O -3.59 1.52 -30.86
P -2.46 1.62 -29.76
O -2.66 0.80 -28.58
O -1.18 1.32 -30.62
C 0.11 1.26 -29.97
C 0.76 2.63 -29.86
O -2.46 3.17 -29.45
C -2.37 4.15 -30.51
C -2.81 5.46 -29.94
H -4.11 0.83 -33.33
H -2.64 0.03 -32.84
H -4.14 -0.92 -33.09
H -5.17 0.22 -31.17
H -3.70 -0.57 -30.64
H -0.01 0.84 -28.97
H 0.71 0.56 -30.55
H 1.81 2.50 -29.62
H 0.69 3.21 -30.78
H 0.32 3.22 -29.04
H -1.34 4.20 -30.86
H -2.99 3.82 -31.34
H -2.28 5.64 -29.00
H -2.57 6.30 -30.58
H -3.86 5.39 -29.66
O 3.40 -1.77 -26.91
S 2.42 -1.40 -25.91
O 1.04 -1.20 -26.27
C 2.50 -2.54 -24.54
C 2.89 -1.75 -23.31
C 3.76 -0.59 -23.82
C 3.00 0.02 -24.97
H 3.27 -3.29 -24.76
H 1.58 -3.12 -24.47
H 2.01 -1.30 -22.85
H 3.43 -2.38 -22.61
H 4.72 -0.96 -24.21
H 3.99 0.13 -23.03
H 3.46 0.73 -25.65
H 2.05 0.41 -24.58
O 3.55 1.56 -31.76
S 4.14 0.29 -31.44
O 3.93 -0.84 -32.31
C 5.90 0.52 -31.17
C 6.20 -0.20 -29.86
C 5.02 0.15 -28.94
C 3.75 -0.13 -29.73
H 6.01 1.59 -31.00
H 6.45 0.18 -32.04
H 6.27 -1.28 -29.98
H 7.12 0.19 -29.43
H 5.06 1.23 -28.77
H 5.14 -0.36 -27.99
H 2.83 0.36 -29.43
H 3.56 -1.20 -29.75
O -6.34 -4.55 -30.56
S -4.95 -4.24 -30.51
O -4.51 -2.88 -30.39
C -4.12 -5.19 -29.22
C -3.48 -6.38 -29.91
C -2.98 -5.88 -31.27
C -4.10 -5.03 -31.87
H -4.84 -5.32 -28.41
H -3.32 -4.53 -28.89
H -2.66 -6.72 -29.30
H -4.18 -7.20 -30.05
H -2.70 -6.69 -31.94
H -2.09 -5.25 -31.15
H -4.87 -5.66 -32.34
H -3.87 -4.30 -32.65
O 3.85 -1.18 -36.68
S 3.50 -2.24 -35.77
O 4.49 -2.81 -34.91
C 2.04 -1.71 -34.82
C 1.09 -2.87 -34.96
C 1.20 -3.40 -36.40
C 2.68 -3.59 -36.66
H 1.69 -0.83 -35.35
H 2.45 -1.43 -33.85
H 1.31 -3.67 -34.25
H 0.05 -2.66 -34.67
H 0.77 -2.67 -37.09
H 0.57 -4.29 -36.47
H 2.99 -3.65 -37.69
H 3.02 -4.50 -36.16
O 0.24 -3.96 -32.02
S 0.30 -2.92 -31.03
O 1.27 -1.87 -31.19
C -1.32 -2.27 -30.73
C -1.51 -2.20 -29.23
C -0.72 -3.38 -28.62
C 0.56 -3.62 -29.39
H -2.05 -2.97 -31.15
H -1.47 -1.37 -31.33
H -1.05 -1.27 -28.88
H -2.56 -2.16 -28.98
H -1.38 -4.26 -28.71
H -0.59 -3.24 -27.56
H 0.83 -4.67 -29.44
H 1.36 -3.00 -28.98
O -3.13 -5.03 -23.59
S -2.56 -3.80 -24.07
O -1.15 -3.76 -24.38
C -3.45 -3.23 -25.52
C -4.38 -2.12 -25.06
C -3.68 -1.39 -23.92
C -3.09 -2.46 -23.00
H -3.86 -4.04 -26.12
H -2.62 -2.80 -26.10
H -4.72 -1.50 -25.89
H -5.24 -2.65 -24.64
H -4.38 -0.77 -23.36
H -2.90 -0.73 -24.31
H -3.90 -2.89 -22.41
H -2.28 -2.17 -22.34
O 2.22 -5.86 -33.45
S 1.31 -6.96 -33.48
O 1.13 -7.82 -32.35
C -0.28 -6.36 -34.11
C -0.48 -6.94 -35.50
C 0.87 -7.37 -36.06
C 1.64 -7.96 -34.91
H -0.33 -5.28 -34.03
H -0.98 -6.77 -33.37
H -1.18 -7.78 -35.43
H -1.00 -6.28 -36.21
H 1.39 -6.47 -36.44
H 0.86 -8.04 -36.92
H 2.67 -8.31 -35.02
H 1.13 -8.91 -34.70
O -0.55 -7.04 -28.03
S 0.61 -7.46 -27.29
O 1.81 -7.86 -27.97
C 0.91 -6.17 -26.08
C 0.01 -6.55 -24.93
C 0.09 -8.07 -24.73
C 0.11 -8.72 -26.11
H 0.69 -5.22 -26.57
H 1.96 -6.17 -25.79
H 0.20 -6.03 -23.99
H -1.02 -6.27 -25.19
H -0.72 -8.47 -24.14
H 1.04 -8.31 -24.25
H -0.83 -9.13 -26.47
H 0.85 -9.51 -26.24